(1)
{
  "formula": "C44H60O22",
  "method": "wB97M-V/def2-TZVPD",
  "species": ["C", "O", "C", "C", "C", "C", "C", "C", "C", "C", "C", "C", "C", "C", "C", "C", "O", "C", "C", "O", "C", "C", "C", "O", "H", "H", "H", "H", "H", "H", "H", "H", "H", "H", "H", "H", "H", "H", "H", "H", "H", "H", "H", "H", "H", "H", "H", "H", "C", "C", "C", "O", "C", "O", "O", "H", "H", "H", "H", "H", "H", "C", "C", "C", "O", "C", "O", "O", "H", "H", "H", "H", "H", "H", "C", "C", "C", "O", "C", "O", "O", "H", "H", "H", "H", "H", "H", "C", "C", "C", "O", "C", "O", "O", "H", "H", "H", "H", "H", "H", "C", "C", "C", "O", "C", "O", "O", "H", "H", "H", "H", "H", "H", "C", "C", "C", "O", "C", "O", "O", "H", "H", "H", "H", "H", "H"],
  "positions_angstrom": [[-1.48, 5.33, 1.64], [-2.24, 4.26, 0.98], [-3.05, 4.75, -0.15], [-2.49, 4.29, -1.64], [-3.63, 3.44, -2.51], [-3.29, 1.85, -2.29], [-2.27, 1.08, -3.11], [-1.51, 1.90, -4.31], [-0.23, 1.13, -4.98], [1.28, 1.69, -4.52], [2.67, 1.04, -5.14], [2.58, -0.22, -6.23], [1.09, -0.79, -6.71], [-0.29, -0.08, -6.08], [-1.73, -0.67, -6.63], [-2.04, -0.49, -2.70], [-1.70, -1.49, -3.51], [-2.24, -0.85, -1.08], [-1.34, -2.03, -0.35], [0.07, -1.62, -0.44], [0.79, -2.29, -1.53], [-3.26, -0.08, -0.26], [-4.12, 1.07, -1.10], [-5.41, 1.36, -0.89], [-0.34, 5.00, 1.64], [-1.76, 5.48, 2.78], [-1.52, 6.37, 1.10], [-4.13, 4.27, -0.01], [-3.22, 5.91, -0.17], [-2.06, 5.21, -2.23], [-1.61, 3.52, -1.41], [-3.57, 3.82, -3.62], [-4.70, 3.68, -2.03], [-1.16, 2.96, -3.90], [-2.29, 2.12, -5.19], [1.34, 2.58, -3.74], [3.71, 1.49, -4.81], [3.55, -0.71, -6.72], [1.04, -1.69, -7.49], [-2.13, -0.11, -7.60], [-2.59, -0.63, -5.82], [-1.55, -1.82, -6.85], [-1.66, -2.06, 0.80], [-1.58, -3.09, -0.79], [0.29, -3.29, -1.91], [1.87, -2.57, -1.15], [0.94, -1.50, -2.41], [-3.41, -0.28, 0.90], [-2.17, -0.28, 6.54], [-2.05, -0.30, 5.03], [-3.35, -0.48, 4.32], [-2.95, -1.06, 3.09], [-1.78, -1.73, 3.35], [-1.24, -2.50, 2.57], [-1.31, -1.43, 4.59], [-1.18, -0.34, 7.00], [-2.67, 0.63, 6.88], [-2.73, -1.15, 6.90], [-1.52, 0.60, 4.68], [-3.87, 0.46, 4.15], [-4.03, -1.18, 4.82], [-1.86, -3.28, 11.56], [-2.20, -2.44, 10.35], [-2.33, -0.98, 10.64], [-3.20, -0.54, 9.61], [-3.96, -1.62, 9.27], [-4.94, -1.57, 8.55], [-3.48, -2.76, 9.85], [-1.96, -4.35, 11.33], [-0.83, -3.09, 11.90], [-2.54, -3.07, 12.40], [-1.47, -2.63, 9.55], [-1.37, -0.45, 10.59], [-2.80, -0.76, 11.61], [7.99, -4.14, -8.14], [7.22, -2.98, -7.53], [5.79, -2.91, -7.97], [5.49, -1.54, -7.81], [6.68, -0.87, -7.96], [6.78, 0.34, -8.07], [7.73, -1.74, -7.97], [9.06, -4.03, -7.94], [7.65, -5.10, -7.73], [7.88, -4.16, -9.23], [7.31, -3.01, -6.44], [5.13, -3.53, -7.35], [5.64, -3.18, -9.02], [8.00, -3.30, -1.12], [8.12, -3.32, -2.63], [6.81, -3.50, -3.34], [7.22, -4.08, -4.56], [8.38, -4.75, -4.31], [8.92, -5.52, -5.08], [8.86, -4.45, -3.06], [8.99, -3.36, -0.65], [7.50, -2.39, -0.77], [7.44, -4.17, -0.75], [8.65, -2.42, -2.97], [6.29, -2.56, -3.51], [6.14, -4.20, -2.83], [3.99, 5.72, 2.73], [2.94, 6.47, 3.53], [3.15, 6.39, 5.01], [1.83, 6.59, 5.50], [0.99, 6.13, 4.53], [-0.21, 5.97, 4.68], [1.66, 5.88, 3.37], [3.69, 5.64, 1.68], [4.96, 6.22, 2.78], [4.11, 4.69, 3.09], [2.88, 7.50, 3.18], [3.82, 7.17, 5.38], [3.51, 5.42, 5.36], [-6.48, -1.26, 0.27], [-7.97, -1.49, 0.41], [-8.74, -0.27, 0.83], [-9.87, -0.83, 1.46], [-9.48, -2.05, 1.95], [-10.15, -2.74, 2.71], [-8.25, -2.40, 1.47], [-5.96, -2.21, 0.15], [-6.26, -0.62, -0.59], [-6.07, -0.78, 1.17], [-8.37, -1.92, -0.51], [-9.03, 0.35, -0.02], [-8.21, 0.35, 1.56]],
  "smiles": "COCCCC1=C(Cc2ccccc2C)C(=O)C(COC)=CC1=O.C[C@@H]1COC(=O)O1.C[C@@H]1COC(=O)O1.C[C@@H]1COC(=O)O1.C[C@@H]1COC(=O)O1.C[C@@H]1COC(=O)O1.C[C@@H]1COC(=O)O1",
  "multiplicity": 1,
  "total_charge": 0,
  "e_homo_ev": -8.164
}

---

(2)
{
  "formula": "C44H64As3CsGe2N3Sb",
  "method": "wB97M-V/def2-TZVPD",
  "species": ["Cs", "C", "C", "C", "C", "C", "C", "N", "Sb", "C", "C", "C", "C", "C", "C", "N", "C", "C", "C", "C", "C", "C", "N", "H", "H", "H", "H", "H", "H", "H", "H", "H", "H", "H", "H", "H", "H", "H", "H", "H", "H", "C", "As", "C", "C", "C", "C", "C", "As", "C", "C", "C", "As", "C", "C", "H", "H", "H", "H", "H", "H", "H", "H", "H", "H", "H", "H", "H", "H", "H", "H", "H", "H", "H", "H", "H", "H", "H", "H", "H", "H", "H", "C", "Ge", "C", "C", "Ge", "C", "C", "C", "C", "C", "C", "C", "C", "C", "C", "C", "C", "H", "H", "H", "H", "H", "H", "H", "H", "H", "H", "H", "H", "H", "H", "H", "H", "H", "H", "H"],
  "positions_angstrom": [[0.59, -0.43, -0.45], [1.11, -0.36, 4.71], [1.95, -1.15, 3.74], [2.10, -2.53, 3.87], [2.92, -3.21, 2.98], [3.59, -2.49, 1.99], [3.39, -1.12, 1.92], [2.58, -0.46, 2.77], [4.67, 0.13, 0.71], [3.57, 1.95, 0.97], [4.29, 3.08, 1.33], [3.61, 4.28, 1.51], [2.24, 4.31, 1.32], [1.58, 3.13, 0.96], [0.08, 3.12, 0.78], [2.23, 1.98, 0.79], [3.88, -0.31, -1.26], [4.35, -1.39, -2.01], [4.04, -1.43, -3.37], [3.30, -0.40, -3.93], [2.84, 0.63, -3.11], [1.99, 1.76, -3.65], [3.13, 0.66, -1.80], [1.32, -0.65, 5.74], [0.05, -0.53, 4.55], [1.32, 0.71, 4.60], [1.60, -3.05, 4.67], [3.05, -4.28, 3.07], [4.27, -2.99, 1.31], [5.37, 3.03, 1.46], [4.14, 5.19, 1.78], [1.68, 5.23, 1.45], [-0.29, 4.13, 0.60], [-0.41, 2.74, 1.68], [-0.21, 2.49, -0.06], [4.96, -2.16, -1.56], [4.40, -2.24, -3.99], [3.08, -0.39, -4.99], [2.31, 2.05, -4.65], [2.06, 2.62, -2.98], [0.95, 1.45, -3.73], [-4.11, -2.86, -1.22], [-3.68, -1.29, -0.13], [-4.66, 0.01, -1.23], [-5.11, -1.37, 1.21], [-4.97, -2.29, 2.44], [-4.52, -3.71, 2.04], [-4.00, -1.73, 3.51], [-2.03, -1.53, 3.46], [-1.36, -2.77, 2.10], [-1.82, 0.13, 2.44], [-6.33, -2.37, 3.17], [-8.09, -2.81, 2.37], [-8.49, -1.15, 1.41], [-7.69, -3.91, 0.80], [-5.18, -2.91, -1.42], [-3.79, -3.78, -0.73], [-3.58, -2.77, -2.17], [-5.61, -0.41, -1.56], [-4.08, 0.28, -2.10], [-4.84, 0.92, -0.65], [-5.99, -1.66, 0.64], [-5.27, -0.34, 1.53], [-3.60, -3.69, 1.45], [-5.29, -4.21, 1.45], [-4.33, -4.31, 2.93], [-4.13, -2.34, 4.40], [-4.32, -0.72, 3.79], [-1.56, -3.80, 2.39], [-0.27, -2.64, 2.07], [-1.77, -2.58, 1.11], [-2.08, 0.98, 3.07], [-2.43, 0.15, 1.54], [-0.77, 0.23, 2.16], [-6.54, -1.41, 3.66], [-6.24, -3.09, 3.98], [-8.28, -0.29, 2.05], [-9.56, -1.15, 1.19], [-7.94, -1.04, 0.47], [-7.38, -4.91, 1.11], [-6.93, -3.48, 0.14], [-8.63, -4.00, 0.25], [-3.31, 2.64, -5.96], [-2.44, 2.34, -4.25], [-3.62, 2.93, -2.82], [-0.84, 3.45, -4.16], [-1.79, 0.00, -3.87], [-0.35, -0.53, -5.11], [0.36, -1.73, -4.95], [1.23, -2.19, -5.93], [1.43, -1.44, -7.08], [0.76, -0.23, -7.25], [-0.12, 0.22, -6.27], [-3.24, -1.16, -4.51], [-3.00, -2.50, -4.86], [-4.03, -3.29, -5.36], [-5.31, -2.77, -5.52], [-5.56, -1.45, -5.17], [-4.53, -0.66, -4.65], [-3.70, 3.66, -5.93], [-4.13, 1.94, -6.13], [-2.59, 2.55, -6.78], [-3.63, 4.02, -2.81], [-3.27, 2.58, -1.85], [-4.65, 2.57, -2.97], [-1.13, 4.48, -4.38], [-0.07, 3.14, -4.88], [-0.41, 3.42, -3.15], [0.21, -2.33, -4.06], [1.75, -3.14, -5.80], [2.11, -1.79, -7.85], [0.92, 0.37, -8.14], [-0.65, 1.16, -6.43], [-2.01, -2.92, -4.76], [-3.83, -4.32, -5.64], [-6.10, -3.38, -5.92], [-6.55, -1.03, -5.28], [-4.76, 0.36, -4.36]],
  "relative_energy_kcal_mol": 20.8,
  "multiplicity": 2,
  "s2": 0.754,
  "total_charge": 1,
  "e_homo_ev": [-9.756, -9.995]
}

---

(3)
{
  "formula": "C44H64FINbO27",
  "method": "wB97M-V/def2-TZVPD",
  "species": ["C", "C", "C", "C", "C", "C", "C", "Nb", "I", "C", "C", "O", "O", "C", "C", "O", "F", "C", "H", "H", "H", "H", "H", "H", "H", "H", "H", "H", "H", "H", "H", "H", "H", "H", "C", "C", "C", "O", "C", "O", "O", "H", "H", "H", "H", "H", "H", "C", "C", "C", "O", "C", "O", "O", "H", "H", "H", "H", "H", "H", "C", "C", "C", "O", "C", "O", "O", "H", "H", "H", "H", "H", "H", "C", "C", "C", "O", "C", "O", "O", "H", "H", "H", "H", "H", "H", "C", "C", "C", "O", "C", "O", "O", "H", "H", "H", "H", "H", "H", "C", "C", "C", "O", "C", "O", "O", "H", "H", "H", "H", "H", "H", "C", "C", "C", "O", "C", "O", "O", "H", "H", "H", "H", "H", "H", "C", "C", "C", "O", "C", "O", "O", "H", "H", "H", "H", "H", "H"],
  "positions_angstrom": [[-3.53, 2.11, 3.19], [-2.21, 2.42, 2.26], [-0.94, 3.20, 2.95], [0.38, 3.50, 1.99], [0.37, 2.98, 0.43], [-0.92, 2.18, -0.29], [-0.74, 1.79, -1.85], [-0.75, -0.38, -2.43], [-0.58, 0.40, -5.17], [-3.07, -0.51, -2.50], [-3.76, 0.76, -3.27], [-4.02, 0.64, -4.59], [-4.18, 2.03, -2.65], [-0.75, -1.18, -0.30], [0.75, -1.17, 0.44], [1.28, -2.35, 0.87], [1.55, 0.05, 0.71], [-2.22, 1.95, 0.68], [-4.05, 1.07, 2.93], [-3.23, 2.07, 4.35], [-4.33, 2.96, 3.06], [-0.92, 3.57, 4.08], [1.32, 4.07, 2.40], [1.33, 3.20, -0.25], [-1.59, 2.35, -2.48], [0.28, 2.28, -2.25], [-0.71, -2.10, -3.01], [1.10, -0.40, -2.44], [-3.53, -0.75, -1.45], [-3.29, -1.47, -3.18], [-3.99, 2.05, -1.66], [-1.56, -0.74, 0.42], [-1.01, -2.34, -0.38], [-3.17, 1.41, 0.25], [2.75, -4.50, -0.93], [4.10, -4.96, -1.43], [5.26, -4.36, -0.69], [6.29, -4.40, -1.66], [5.68, -4.35, -2.88], [6.26, -4.18, -3.94], [4.33, -4.50, -2.76], [1.95, -4.85, -1.60], [2.55, -4.89, 0.08], [2.68, -3.41, -0.90], [4.15, -6.05, -1.44], [5.53, -4.94, 0.19], [5.10, -3.31, -0.40], [-2.94, 4.41, -4.33], [-3.27, 5.64, -3.52], [-2.37, 6.81, -3.79], [-2.44, 7.54, -2.58], [-2.71, 6.62, -1.60], [-2.66, 6.86, -0.40], [-3.05, 5.41, -2.13], [-3.52, 3.55, -3.98], [-3.15, 4.56, -5.39], [-1.88, 4.13, -4.22], [-4.32, 5.90, -3.65], [-2.72, 7.42, -4.63], [-1.32, 6.52, -3.97], [6.47, -9.54, -3.61], [6.14, -9.06, -2.22], [6.27, -10.12, -1.17], [5.36, -9.68, -0.17], [4.41, -8.95, -0.82], [3.37, -8.56, -0.31], [4.77, -8.71, -2.12], [6.21, -8.77, -4.35], [7.54, -9.77, -3.71], [5.90, -10.43, -3.88], [6.73, -8.18, -1.97], [7.28, -10.20, -0.76], [5.94, -11.12, -1.50], [3.51, -0.91, 3.33], [3.18, -0.43, 4.73], [3.30, -1.49, 5.78], [2.40, -1.04, 6.78], [1.45, -0.31, 6.13], [0.41, 0.07, 6.64], [1.81, -0.07, 4.83], [3.25, -0.14, 2.59], [4.58, -1.14, 3.24], [2.94, -1.80, 3.07], [3.77, 0.46, 4.98], [4.32, -1.56, 6.18], [2.98, -2.48, 5.44], [-0.53, -2.90, 8.32], [0.66, -3.76, 8.70], [1.05, -4.75, 7.65], [1.68, -5.77, 8.41], [1.11, -5.72, 9.65], [1.27, -6.57, 10.51], [0.34, -4.60, 9.80], [-0.86, -2.31, 9.18], [-0.27, -2.22, 7.51], [-1.38, -3.51, 8.01], [1.50, -3.13, 9.00], [1.75, -4.33, 6.92], [0.20, -5.19, 7.12], [-4.48, 6.90, -10.56], [-3.42, 6.49, -9.55], [-3.81, 5.31, -8.71], [-3.04, 5.51, -7.53], [-2.85, 6.86, -7.43], [-2.39, 7.42, -6.45], [-3.23, 7.50, -8.58], [-4.21, 7.85, -11.03], [-4.59, 6.14, -11.34], [-5.45, 7.05, -10.07], [-2.46, 6.33, -10.06], [-3.55, 4.36, -9.18], [-4.87, 5.30, -8.43], [-6.96, -4.54, -0.32], [-5.64, -3.82, -0.50], [-4.50, -4.47, 0.21], [-3.61, -3.39, 0.43], [-4.39, -2.26, 0.49], [-4.00, -1.17, 0.85], [-5.68, -2.54, 0.10], [-7.78, -3.94, -0.73], [-6.95, -5.51, -0.83], [-7.19, -4.70, 0.74], [-5.43, -3.68, -1.57], [-4.01, -5.25, -0.39], [-4.77, -4.90, 1.19], [1.14, 7.72, 2.05], [1.72, 7.97, 3.42], [2.90, 8.90, 3.42], [3.60, 8.50, 4.59], [3.30, 7.18, 4.79], [3.87, 6.46, 5.58], [2.28, 6.79, 3.97], [0.39, 6.92, 2.09], [0.67, 8.62, 1.65], [1.91, 7.39, 1.35], [0.94, 8.32, 4.11], [2.60, 9.95, 3.49], [3.56, 8.77, 2.56]],
  "multiplicity": 1,
  "total_charge": -1,
  "e_homo_ev": -5.096
}

---

Max |F| for every record listed, in sequence, given in eV/A: 7.99; 0.69; 9.14.
E_tot for every record listed, in sequence, given in a.u.: -3367.28975; -13000.55056; -4200.66757.